1.
Computed, not measured: C4H7Br3O3 as an isolated structure at a distorted geometry, with wB97M-V/def2-TZVPD.

Last column: Löwdin charge in e.
Geometry (Å):
C (0.270, 0.894, 3.011)  -1.572
Br (0.124, 2.545, 1.902)  0.567
Br (1.696, -0.263, 2.430)  0.607
Br (-1.520, 0.196, 3.050)  0.582
H (0.571, 1.224, 4.005)  -0.029
C (-0.179, 1.987, -1.629)  -0.078
O (0.410, 0.718, -1.582)  -0.025
C (-0.283, -0.387, -1.267)  -0.504
O (-1.579, -0.524, -1.320)  0.024
O (0.601, -1.325, -0.901)  -0.047
C (0.234, -2.736, -0.728)  -0.004
H (0.659, 2.524, -2.072)  0.104
H (-0.472, 2.315, -0.632)  0.004
H (-1.085, 2.088, -2.227)  0.097
H (1.128, -3.361, -0.740)  0.088
H (-0.458, -2.864, -1.560)  0.098
H (-0.117, -3.030, 0.261)  0.088

E_HOMO	-0.3791	Eh
gap between HOMO and LUMO	10.08	eV
calculated total energy	-8104.3268	Eh
relative energy (zero: lowest compared OMol25 entry of this formula, charge and spin)	0.000	eV

2.
Computed, not measured: C15H33N5O5ReS as an isolated structure at a distorted geometry, with wB97M-V/def2-TZVPD.

Last column: Mulliken spin population.
Geometry (Å):
Re (0.487, 0.789, -0.426)  0.854
C (2.514, 2.629, 1.058)  -0.002
C (2.944, 2.743, -0.369)  0.008
O (1.852, 2.214, -1.200)  0.021
C (2.307, 2.044, -2.594)  0.005
C (1.282, 1.194, -3.266)  -0.005
O (1.002, 0.055, -2.387)  0.002
C (1.898, -1.094, -2.590)  0.001
C (2.105, -1.715, -1.242)  0.009
O (2.252, -0.593, -0.338)  0.031
C (2.624, -0.963, 1.015)  0.009
C (3.034, 0.331, 1.632)  -0.001
O (1.979, 1.294, 1.300)  0.009
H (3.346, 2.843, 1.731)  0.000
H (1.740, 3.353, 1.297)  -0.002
H (3.138, 3.783, -0.634)  0.001
H (3.833, 2.152, -0.590)  0.000
H (2.383, 3.020, -3.075)  0.001
H (3.296, 1.584, -2.564)  0.001
H (0.344, 1.722, -3.400)  0.001
H (1.615, 0.849, -4.245)  -0.001
H (1.426, -1.794, -3.280)  -0.001
H (2.825, -0.728, -3.027)  0.002
H (1.270, -2.336, -0.913)  -0.001
H (3.014, -2.319, -1.243)  0.000
H (1.768, -1.428, 1.507)  -0.001
H (3.457, -1.668, 1.006)  0.001
H (3.120, 0.248, 2.715)  -0.001
H (3.979, 0.686, 1.222)  0.001
N (-0.511, 2.049, 1.147)  0.003
N (-1.811, 2.520, 0.869)  0.002
C (-2.303, 2.414, -0.365)  0.008
N (-3.420, 2.992, -0.707)  0.002
S (-1.439, 1.467, -1.557)  0.004
H (-0.542, 1.506, 2.014)  0.002
H (0.078, 2.858, 1.318)  0.001
H (-2.255, 3.099, 1.576)  -0.001
H (-3.945, 3.602, -0.085)  0.000
H (-3.802, 2.884, -1.641)  0.001
C (-1.602, -2.112, -1.639)  0.000
N (-2.046, -2.133, -0.248)  0.007
C (-3.210, -3.016, 0.010)  -0.002
C (-3.913, -2.585, 1.275)  0.002
C (-2.902, -2.547, 2.397)  -0.002
N (-1.756, -1.687, 2.011)  0.006
C (-1.007, -1.122, 3.137)  -0.001
C (-1.428, -1.502, 0.742)  0.001
O (-0.411, -0.673, 0.505)  0.019
H (-2.341, -1.619, -2.273)  -0.001
H (-1.499, -3.140, -1.989)  0.000
H (-0.647, -1.613, -1.737)  0.001
H (-2.857, -4.046, 0.084)  0.002
H (-3.865, -2.959, -0.858)  0.000
H (-4.718, -3.277, 1.514)  0.000
H (-4.360, -1.596, 1.140)  0.000
H (-2.531, -3.545, 2.639)  0.001
H (-3.326, -2.134, 3.311)  0.000
H (-1.629, -0.415, 3.689)  0.000
H (-0.094, -0.641, 2.799)  0.001
H (-0.741, -1.926, 3.823)  0.000

E_HOMO (alpha / beta)	-0.7562 / -0.7550	Eh
gap between HOMO and LUMO (alpha / beta)	5.86 / 6.19	eV
calculated total energy	-1716.2426	Eh
net charge	+4
<S²>	0.75
relative energy (zero: lowest compared OMol25 entry of this formula, charge and spin)	1.221	eV
multiplicity	2

Please write out number 2 again, unchanged.
Computed, not measured: C15H33N5O5ReS as an isolated structure at a distorted geometry, with wB97M-V/def2-TZVPD.

Last column: Mulliken spin population.
Geometry (Å):
Re (0.487, 0.789, -0.426)  0.854
C (2.514, 2.629, 1.058)  -0.002
C (2.944, 2.743, -0.369)  0.008
O (1.852, 2.214, -1.200)  0.021
C (2.307, 2.044, -2.594)  0.005
C (1.282, 1.194, -3.266)  -0.005
O (1.002, 0.055, -2.387)  0.002
C (1.898, -1.094, -2.590)  0.001
C (2.105, -1.715, -1.242)  0.009
O (2.252, -0.593, -0.338)  0.031
C (2.624, -0.963, 1.015)  0.009
C (3.034, 0.331, 1.632)  -0.001
O (1.979, 1.294, 1.300)  0.009
H (3.346, 2.843, 1.731)  0.000
H (1.740, 3.353, 1.297)  -0.002
H (3.138, 3.783, -0.634)  0.001
H (3.833, 2.152, -0.590)  0.000
H (2.383, 3.020, -3.075)  0.001
H (3.296, 1.584, -2.564)  0.001
H (0.344, 1.722, -3.400)  0.001
H (1.615, 0.849, -4.245)  -0.001
H (1.426, -1.794, -3.280)  -0.001
H (2.825, -0.728, -3.027)  0.002
H (1.270, -2.336, -0.913)  -0.001
H (3.014, -2.319, -1.243)  0.000
H (1.768, -1.428, 1.507)  -0.001
H (3.457, -1.668, 1.006)  0.001
H (3.120, 0.248, 2.715)  -0.001
H (3.979, 0.686, 1.222)  0.001
N (-0.511, 2.049, 1.147)  0.003
N (-1.811, 2.520, 0.869)  0.002
C (-2.303, 2.414, -0.365)  0.008
N (-3.420, 2.992, -0.707)  0.002
S (-1.439, 1.467, -1.557)  0.004
H (-0.542, 1.506, 2.014)  0.002
H (0.078, 2.858, 1.318)  0.001
H (-2.255, 3.099, 1.576)  -0.001
H (-3.945, 3.602, -0.085)  0.000
H (-3.802, 2.884, -1.641)  0.001
C (-1.602, -2.112, -1.639)  0.000
N (-2.046, -2.133, -0.248)  0.007
C (-3.210, -3.016, 0.010)  -0.002
C (-3.913, -2.585, 1.275)  0.002
C (-2.902, -2.547, 2.397)  -0.002
N (-1.756, -1.687, 2.011)  0.006
C (-1.007, -1.122, 3.137)  -0.001
C (-1.428, -1.502, 0.742)  0.001
O (-0.411, -0.673, 0.505)  0.019
H (-2.341, -1.619, -2.273)  -0.001
H (-1.499, -3.140, -1.989)  0.000
H (-0.647, -1.613, -1.737)  0.001
H (-2.857, -4.046, 0.084)  0.002
H (-3.865, -2.959, -0.858)  0.000
H (-4.718, -3.277, 1.514)  0.000
H (-4.360, -1.596, 1.140)  0.000
H (-2.531, -3.545, 2.639)  0.001
H (-3.326, -2.134, 3.311)  0.000
H (-1.629, -0.415, 3.689)  0.000
H (-0.094, -0.641, 2.799)  0.001
H (-0.741, -1.926, 3.823)  0.000

E_HOMO (alpha / beta)	-0.7562 / -0.7550	Eh
gap between HOMO and LUMO (alpha / beta)	5.86 / 6.19	eV
calculated total energy	-1716.2426	Eh
net charge	+4
<S²>	0.75
relative energy (zero: lowest compared OMol25 entry of this formula, charge and spin)	1.221	eV
multiplicity	2

What did the second record say?
Computed, not measured: C15H33N5O5ReS as an isolated structure at a distorted geometry, with wB97M-V/def2-TZVPD.

Last column: Mulliken spin population.
Geometry (Å):
Re (0.487, 0.789, -0.426)  0.854
C (2.514, 2.629, 1.058)  -0.002
C (2.944, 2.743, -0.369)  0.008
O (1.852, 2.214, -1.200)  0.021
C (2.307, 2.044, -2.594)  0.005
C (1.282, 1.194, -3.266)  -0.005
O (1.002, 0.055, -2.387)  0.002
C (1.898, -1.094, -2.590)  0.001
C (2.105, -1.715, -1.242)  0.009
O (2.252, -0.593, -0.338)  0.031
C (2.624, -0.963, 1.015)  0.009
C (3.034, 0.331, 1.632)  -0.001
O (1.979, 1.294, 1.300)  0.009
H (3.346, 2.843, 1.731)  0.000
H (1.740, 3.353, 1.297)  -0.002
H (3.138, 3.783, -0.634)  0.001
H (3.833, 2.152, -0.590)  0.000
H (2.383, 3.020, -3.075)  0.001
H (3.296, 1.584, -2.564)  0.001
H (0.344, 1.722, -3.400)  0.001
H (1.615, 0.849, -4.245)  -0.001
H (1.426, -1.794, -3.280)  -0.001
H (2.825, -0.728, -3.027)  0.002
H (1.270, -2.336, -0.913)  -0.001
H (3.014, -2.319, -1.243)  0.000
H (1.768, -1.428, 1.507)  -0.001
H (3.457, -1.668, 1.006)  0.001
H (3.120, 0.248, 2.715)  -0.001
H (3.979, 0.686, 1.222)  0.001
N (-0.511, 2.049, 1.147)  0.003
N (-1.811, 2.520, 0.869)  0.002
C (-2.303, 2.414, -0.365)  0.008
N (-3.420, 2.992, -0.707)  0.002
S (-1.439, 1.467, -1.557)  0.004
H (-0.542, 1.506, 2.014)  0.002
H (0.078, 2.858, 1.318)  0.001
H (-2.255, 3.099, 1.576)  -0.001
H (-3.945, 3.602, -0.085)  0.000
H (-3.802, 2.884, -1.641)  0.001
C (-1.602, -2.112, -1.639)  0.000
N (-2.046, -2.133, -0.248)  0.007
C (-3.210, -3.016, 0.010)  -0.002
C (-3.913, -2.585, 1.275)  0.002
C (-2.902, -2.547, 2.397)  -0.002
N (-1.756, -1.687, 2.011)  0.006
C (-1.007, -1.122, 3.137)  -0.001
C (-1.428, -1.502, 0.742)  0.001
O (-0.411, -0.673, 0.505)  0.019
H (-2.341, -1.619, -2.273)  -0.001
H (-1.499, -3.140, -1.989)  0.000
H (-0.647, -1.613, -1.737)  0.001
H (-2.857, -4.046, 0.084)  0.002
H (-3.865, -2.959, -0.858)  0.000
H (-4.718, -3.277, 1.514)  0.000
H (-4.360, -1.596, 1.140)  0.000
H (-2.531, -3.545, 2.639)  0.001
H (-3.326, -2.134, 3.311)  0.000
H (-1.629, -0.415, 3.689)  0.000
H (-0.094, -0.641, 2.799)  0.001
H (-0.741, -1.926, 3.823)  0.000

E_HOMO (alpha / beta)	-0.7562 / -0.7550	Eh
gap between HOMO and LUMO (alpha / beta)	5.86 / 6.19	eV
calculated total energy	-1716.2426	Eh
net charge	+4
<S²>	0.75
relative energy (zero: lowest compared OMol25 entry of this formula, charge and spin)	1.221	eV
multiplicity	2

- What is the relative energy (zero: lowest compared OMol25 entry of this formula, charge and spin) in the first record?
  0.000 eV